65
Properties=species:S:1:pos:R:3 method="wB97M-V/def2-TZVPD" charge=-1 de_lowest_kcal_mol=23.79 orbital_gap_ev=6.63
In -0.934 1.000 1.735
O -5.221 1.576 7.496
C -4.590 2.511 6.973
O -4.538 3.724 7.227
C -3.708 2.075 5.764
C -3.580 0.732 5.428
C -2.803 0.366 4.349
N -2.161 1.270 3.601
C -2.296 2.573 3.901
C -3.041 3.009 4.975
C -1.648 3.561 2.950
O -1.597 4.733 3.230
O -1.171 3.054 1.831
H -4.106 -0.003 6.021
H -2.677 -0.672 4.071
H -3.124 4.062 5.200
C -0.237 -0.876 -4.319
C -0.569 -2.030 -3.410
C -1.040 -3.211 -3.982
C -1.367 -4.318 -3.214
C -1.226 -4.264 -1.837
C -0.757 -3.099 -1.251
C -0.419 -1.984 -2.018
Sb 0.290 -0.385 -0.769
C 2.102 -1.342 -0.163
C 2.309 -1.494 1.206
C 3.437 -2.137 1.693
C 4.373 -2.637 0.804
C 4.158 -2.515 -0.559
C 3.022 -1.889 -1.069
C 2.823 -1.885 -2.561
C 0.975 1.236 -1.970
C 2.330 1.535 -2.046
C 2.769 2.677 -2.700
C 1.845 3.531 -3.278
C 0.489 3.254 -3.175
C 0.033 2.123 -2.509
C -1.448 1.906 -2.349
H -0.200 -1.211 -5.355
H 0.721 -0.420 -4.074
H -0.988 -0.086 -4.260
H -1.148 -3.259 -5.060
H -1.731 -5.218 -3.692
H -1.482 -5.111 -1.213
H -0.658 -3.075 -0.170
H 1.586 -1.111 1.910
H 3.581 -2.236 2.761
H 5.264 -3.132 1.168
H 4.882 -2.924 -1.255
H 3.773 -2.030 -3.073
H 2.390 -0.954 -2.921
H 2.151 -2.694 -2.858
H 3.057 0.890 -1.567
H 3.826 2.906 -2.732
H 2.174 4.429 -3.784
H -0.234 3.941 -3.601
H -2.011 2.540 -3.034
H -1.770 2.167 -1.335
H -1.749 0.872 -2.529
S -1.840 -3.705 2.617
C -1.475 -2.173 2.331
N -1.192 -1.054 2.106
Se 3.236 3.366 1.244
C 1.971 2.186 1.476
N 1.168 1.335 1.624



70
Properties=species:S:1:pos:R:3 method="wB97M-V/def2-TZVPD" charge=+1 de_lowest_kcal_mol=70.56 orbital_gap_ev=6.11
W -0.182 -0.836 -0.204
O -1.640 -2.087 -0.140
C -1.254 -2.710 0.997
C -0.830 -4.045 0.839
C -0.328 -4.791 1.881
C -0.190 -4.193 3.125
C -0.623 -2.899 3.318
C -1.230 -2.132 2.310
C -1.714 0.419 2.024
N -1.661 0.273 0.624
C -2.824 0.770 -0.098
C -2.602 0.397 -1.571
N -1.167 0.411 -1.770
C -0.660 1.010 -2.790
C 0.739 0.994 -3.093
C 1.205 1.426 -4.347
C 2.540 1.341 -4.670
C 3.455 0.864 -3.733
C 3.032 0.459 -2.484
C 1.677 0.506 -2.140
O 1.275 0.092 -0.941
H -0.934 -4.463 -0.157
H -0.036 -5.817 1.728
H 0.269 -4.724 3.944
H -0.504 -2.466 4.299
H -2.578 1.011 2.369
H -2.892 1.869 -0.008
H -3.760 0.328 0.279
H -3.122 1.082 -2.249
H -2.950 -0.630 -1.754
H -1.313 1.532 -3.492
H 0.494 1.800 -5.071
H 2.884 1.647 -5.646
H 4.503 0.815 -3.981
H 3.734 0.098 -1.747
C 4.256 -4.701 -0.596
N 3.080 -4.020 -1.097
C 2.844 -3.904 -2.408
C 1.782 -3.203 -2.900
C 0.963 -2.532 -1.954
O -0.032 -1.774 -2.220
N 1.212 -2.640 -0.634
C 2.245 -3.406 -0.148
O 2.440 -3.562 1.035
H 4.778 -5.178 -1.420
H 3.970 -5.446 0.144
H 4.910 -3.968 -0.118
H 3.541 -4.405 -3.068
H 1.575 -3.134 -3.953
C -3.335 0.494 5.741
N -2.349 0.406 4.669
C -1.316 1.277 4.704
C -0.338 1.529 3.786
C -0.399 1.102 2.440
O 0.433 1.269 1.533
N -1.794 -0.882 2.745
C -2.359 -0.858 3.995
O -2.866 -1.805 4.534
H -3.016 1.202 6.499
H -3.457 -0.486 6.198
H -4.297 0.812 5.334
H -1.283 1.858 5.620
H 0.481 2.164 4.083
N 1.111 -1.070 1.388
C 2.256 -0.916 1.657
C 3.562 -0.753 1.902
C 4.452 -1.350 0.999
N 5.142 -1.804 0.200
C 4.036 0.062 2.945
N 4.433 0.736 3.783



63
Properties=species:S:1:pos:R:3 method="wB97M-V/def2-TZVPD" charge=0 de_lowest_kcal_mol=23.59 orbital_gap_ev=7.04
Sc -1.795 1.617 0.070
C -1.240 -0.721 3.930
C -0.202 0.023 4.485
C 0.129 1.236 3.889
C -0.567 1.732 2.801
N -1.471 0.922 2.162
C -1.783 -0.272 2.737
C -0.167 3.017 2.170
C 0.604 3.941 2.894
C 1.257 4.962 2.205
C 1.025 5.106 0.825
C 0.212 4.199 0.099
C -0.402 3.170 0.795
H -1.627 -1.618 4.418
H 0.301 -0.246 5.405
H 0.972 1.811 4.241
H -2.547 -0.844 2.235
H 0.733 3.810 3.965
H 1.879 5.674 2.765
H 1.429 5.958 0.318
H 0.081 4.345 -0.968
N -3.618 0.769 -1.066
N -4.121 0.728 0.275
C -4.477 2.137 0.621
O -5.572 2.478 0.986
O -3.435 2.890 0.461
H -4.146 1.425 -1.641
H -3.494 -0.156 -1.492
H -4.900 0.074 0.379
S 0.023 1.653 -2.184
C -0.070 0.342 -3.352
C -0.314 0.508 -4.739
C -0.224 -0.582 -5.613
C 0.061 -1.873 -5.135
C 0.304 -2.043 -3.761
C 0.232 -0.952 -2.881
As 0.231 -0.922 -0.946
C 0.038 -2.865 -0.657
C 1.103 -3.719 -0.655
C 0.966 -5.016 -0.112
C -0.306 -5.441 0.337
C -1.371 -4.556 0.314
C -1.230 -3.261 -0.187
C 2.088 -0.650 -0.528
C 2.907 0.170 -1.308
C 4.087 0.656 -0.789
C 4.543 0.232 0.466
C 3.821 -0.709 1.189
C 2.588 -1.156 0.668
H -0.464 1.501 -5.114
H -0.370 -0.431 -6.681
H 0.025 -2.767 -5.771
H 0.493 -3.009 -3.296
H 2.052 -3.446 -1.104
H 1.857 -5.667 -0.089
H -0.469 -6.455 0.715
H -2.316 -4.846 0.756
H -2.050 -2.568 -0.166
H 2.485 0.555 -2.271
H 4.626 1.405 -1.412
H 5.470 0.609 0.892
H 4.168 -1.040 2.179
H 1.958 -1.819 1.270



66
Properties=species:S:1:pos:R:3 method="wB97M-V/def2-TZVPD" charge=+2 orbital_gap_ev=6.52
Au -0.648 -1.201 -1.620
S -1.554 0.670 -0.660
C -0.318 1.241 0.368
N -0.451 2.358 1.021
C 0.620 2.826 1.915
C 1.206 1.644 2.629
N 1.643 0.651 1.633
C 2.914 -0.046 1.955
C 4.072 0.914 1.858
C 4.434 1.454 0.626
C 5.486 2.352 0.545
C 6.185 2.710 1.693
C 5.831 2.169 2.919
C 4.772 1.275 3.003
C 0.960 0.459 0.542
S 1.483 -0.572 -0.706
C -1.651 3.230 0.945
C -2.354 3.252 2.277
C -2.429 4.429 3.011
C -3.073 4.439 4.242
C -3.633 3.273 4.740
C -3.560 2.094 4.007
C -2.925 2.083 2.777
H 0.174 3.517 2.627
H 1.372 3.352 1.322
H 0.483 1.175 3.301
H 2.084 1.945 3.196
H 3.010 -0.894 1.284
H 2.804 -0.416 2.976
H 3.907 1.164 -0.277
H 5.772 2.764 -0.413
H 7.010 3.405 1.626
H 6.380 2.438 3.811
H 4.506 0.843 3.962
H -2.295 2.863 0.150
H -1.297 4.223 0.664
H -2.001 5.344 2.618
H -3.140 5.359 4.807
H -4.137 3.282 5.697
H -4.012 1.189 4.390
H -2.893 1.167 2.194
Cl -1.895 -0.187 -4.451
C -3.015 -1.015 -3.431
C -2.575 -1.498 -2.214
C -3.449 -2.155 -1.362
Cl -2.860 -2.743 0.155
C -4.775 -2.362 -1.735
Cl -5.845 -3.189 -0.691
C -5.216 -1.885 -2.974
Cl -6.836 -2.132 -3.448
C -4.338 -1.209 -3.827
Cl -4.874 -0.623 -5.338
C 1.451 -6.255 -4.916
C 0.959 -5.073 -4.148
C 1.763 -3.962 -3.902
C 1.273 -2.898 -3.182
N 0.022 -2.873 -2.691
C -0.771 -3.934 -2.928
C -0.337 -5.029 -3.637
H 2.440 -6.083 -5.333
H 0.764 -6.495 -5.728
H 1.497 -7.129 -4.264
H 2.777 -3.917 -4.276
H 1.896 -2.032 -3.013
H -1.774 -3.898 -2.531
H -1.023 -5.852 -3.791